(1)
23
Properties=species:S:1:pos:R:3:lowdin_charge:R:1 method="wB97M-V/def2-TZVPD" smiles=CN1CCCC1.O.O total_charge=0 relative_energy_kj_mol=180.1
C 1.313 -0.906 -0.555 -0.138
N 1.250 0.445 0.033 -0.176
C 0.175 0.401 1.035 -0.238
C -1.148 0.564 0.347 -0.175
C -0.815 1.333 -0.962 -0.163
C 0.726 1.309 -1.110 -0.156
H 0.477 -1.266 -1.165 0.089
H 2.259 -1.071 -1.091 0.081
H 1.516 -1.679 0.208 0.082
H 0.284 -0.316 1.839 0.114
H 0.338 1.240 1.753 0.090
H -1.656 -0.354 0.060 0.102
H -1.768 1.200 0.984 0.106
H -1.204 2.354 -0.921 0.099
H -1.358 0.867 -1.783 0.097
H 1.245 2.241 -0.896 0.107
H 0.970 0.849 -2.056 0.098
O 1.777 2.921 3.461 -0.036
H 2.562 2.779 2.967 0.016
H 1.208 2.188 3.235 -0.001
O -2.541 -4.675 -1.806 -0.056
H -3.195 -4.991 -1.188 0.022
H -2.415 -5.433 -2.388 0.033

=====

(2)
23
Properties=species:S:1:pos:R:3:lowdin_charge:R:1 method="wB97M-V/def2-TZVPD" smiles=CNCCCCO.O total_charge=0 relative_energy_kj_mol=155.8
C -0.269 -2.444 -0.811 -0.121
N 0.813 -1.483 -1.044 -0.123
C 0.425 -0.251 -1.686 -0.260
C -0.492 0.680 -0.864 -0.187
C 0.328 1.481 0.181 -0.192
C 0.808 0.750 1.440 -0.257
O 2.231 0.599 1.350 -0.074
H -0.761 -2.299 0.152 0.066
H -1.005 -2.276 -1.606 0.082
H 0.128 -3.459 -0.883 0.072
H 1.347 -1.282 -0.211 0.078
H -0.115 -0.504 -2.602 0.106
H 1.305 0.269 -2.063 0.114
H -1.289 0.038 -0.466 0.097
H -0.859 1.474 -1.523 0.112
H 1.037 2.106 -0.344 0.116
H -0.343 2.247 0.585 0.095
H 0.320 -0.227 1.424 0.103
H 0.592 1.287 2.363 0.118
H 2.548 -0.069 1.963 0.084
O -2.372 0.944 1.869 -0.051
H -2.792 1.689 1.417 0.051
H -1.584 0.727 1.359 -0.030

=====

In eV, the Kohn-Sham gap values for the records above are, in order, 9.80 9.32.
In eV, the DFT total energy values for the records above are, in order, -11012.0800 -11012.3319.
In eV/A, the max |F| values for the records above are, in order, 2.5 2.1.